1.
C36H38AsN6O6P2SSe2Ti | ωB97M-V with the def2-TZVPD basis set

Properties
<S²> = 2.01
Charge = -1
Energy above the lowest of the compared OMol25 structures with the same formula, charge and spin = 12.3 kJ/mol
Multiplicity = 3

CARTESIAN COORDINATES (ANGSTROEM)
1 Ti -0.6781 -2.5696 -0.5571
2 N -0.6517 -5.0389 -0.3057
3 C -1.4819 -5.4575 0.8180
4 C -1.3202 -4.4520 1.9497
5 N -1.5655 -3.0717 1.5124
6 C -2.9311 -2.5731 1.6859
7 C -3.8075 -2.9838 0.5111
8 N -3.0772 -2.7003 -0.7213
9 H 0.3330 -5.1674 -0.0864
10 H -0.8376 -5.5612 -1.1537
11 H -2.5207 -5.4960 0.4865
12 H -1.2299 -6.4554 1.1954
13 H -1.9767 -4.7212 2.7859
14 H -0.2890 -4.4896 2.3077
15 H -0.9420 -2.4703 2.0587
16 H -3.3693 -2.9195 2.6294
17 H -2.8715 -1.4835 1.7317
18 H -4.0143 -4.0534 0.5571
19 H -4.7713 -2.4694 0.5696
20 H -3.3248 -3.3014 -1.4965
21 H -3.1986 -1.7417 -1.0348
22 O 2.8171 -4.7802 0.2741
23 As 2.3395 -3.4044 -0.7716
24 O 3.5359 -2.2993 -0.7992
25 O 1.0039 -2.8841 0.2370
26 C 1.8740 -4.4035 -2.3101
27 C 2.5295 -5.6361 -2.4762
28 C 2.4923 -6.3373 -3.6597
29 C 1.8007 -5.7910 -4.7894
30 C 1.1518 -4.5958 -4.6746
31 C 1.1587 -3.8707 -3.4623
32 S 0.0600 -2.6149 -3.2201
33 O -0.3603 -1.9757 -4.4310
34 O 0.6709 -1.7587 -2.1553
35 O -1.1450 -3.1607 -2.4340
36 H 3.1271 -4.3903 1.1002
37 H 3.0944 -6.0367 -1.6441
38 H 3.0076 -7.2858 -3.7399
39 H 1.7963 -6.3202 -5.7343
40 H 0.6103 -4.1767 -5.5148
41 Se -3.7216 3.6090 0.5962
42 P -1.7457 3.3507 -0.1345
43 C -1.6057 3.7793 -1.8967
44 C -0.3855 4.1782 -2.4316
45 C -0.2839 4.4765 -3.7829
46 C -1.4001 4.3797 -4.5993
47 C -2.6189 3.9831 -4.0653
48 C -2.7232 3.6825 -2.7176
49 C -0.5482 4.4617 0.6460
50 C 0.7954 4.1420 0.7642
51 C 1.6837 5.0572 1.3148
52 C 1.2280 6.2955 1.7373
53 C -0.1165 6.6234 1.6069
54 C -1.0048 5.7095 1.0663
55 C -1.1933 1.6141 -0.0872
56 C -0.6204 0.5916 0.7028
57 N -0.8768 -0.5542 0.0311
58 N -1.5897 -0.2618 -1.0486
59 N -1.7814 1.0126 -1.1468
60 P 0.5197 0.5681 2.1257
61 Se 0.6293 -1.1984 3.2873
62 C 2.1102 0.9555 1.3431
63 C 2.4601 0.1685 0.2493
64 C 3.6813 0.3560 -0.3833
65 C 4.5503 1.3351 0.0686
66 C 4.2095 2.1182 1.1664
67 C 2.9970 1.9274 1.8081
68 C 0.0353 1.9072 3.2473
69 C -1.2279 2.4713 3.2022
70 C -1.5986 3.4504 4.1156
71 C -0.7117 3.8499 5.0989
72 C 0.5357 3.2398 5.1924
73 C 0.9013 2.2622 4.2855
74 H 0.4921 4.2532 -1.8024
75 H 0.6700 4.7790 -4.1952
76 H -1.3202 4.6080 -5.6547
77 H -3.4892 3.8980 -4.7033
78 H -3.6657 3.3672 -2.2898
79 H 1.1620 3.1876 0.4097
80 H 2.7297 4.7949 1.4051
81 H 1.9190 7.0083 2.1701
82 H -0.4741 7.5913 1.9346
83 H -2.0582 5.9471 0.9844
84 H 1.8112 -0.6210 -0.1101
85 H 3.9354 -0.3065 -1.1989
86 H 5.5033 1.4824 -0.4248
87 H 4.8910 2.8800 1.5266
88 H 2.7396 2.5595 2.6448
89 H -1.9565 2.1516 2.4722
90 H -2.5833 3.8927 4.0330
91 H -0.9938 4.6173 5.8090
92 H 1.2197 3.5180 5.9843
93 H 1.8463 1.7485 4.4051

---

2.
C36H38AuBrF6N2O4STe | ωB97M-V with the def2-TZVPD basis set

Properties
Charge = +2

CARTESIAN COORDINATES (ANGSTROEM)
1 Au 0.9332 0.9264 0.1516
2 C 4.1389 1.6363 -0.4169
3 O 3.2532 0.5295 -0.1571
4 C 3.8153 -0.7167 -0.0686
5 C 5.1730 -0.9520 0.0587
6 C 5.6137 -2.2656 0.1883
7 Br 7.4550 -2.5841 0.4023
8 C 4.7342 -3.3322 0.1554
9 C 3.3720 -3.0913 -0.0078
10 C 2.9254 -1.7834 -0.0770
11 O 1.5525 -1.4917 -0.0855
12 C 2.4410 -4.2243 -0.1200
13 N 2.5417 -5.3341 0.5479
14 C 1.5170 -6.1391 0.0741
15 C 1.1562 -7.4344 0.4499
16 C 0.0958 -8.0193 -0.2102
17 C -0.5960 -7.3450 -1.2313
18 C -0.2559 -6.0619 -1.6144
19 C 0.8042 -5.4735 -0.9328
20 N 1.3992 -4.2264 -1.0229
21 H 4.7738 1.4007 -1.2709
22 H 4.7465 1.8448 0.4636
23 H 3.4921 2.4755 -0.6457
24 H 5.8881 -0.1438 0.0917
25 H 5.0800 -4.3527 0.2332
26 H 1.1844 -1.9580 0.6798
27 H 1.7034 -7.9544 1.2242
28 H -0.2044 -9.0257 0.0478
29 H -1.4102 -7.8489 -1.7347
30 H -0.7809 -5.5565 -2.4147
31 H 1.2465 -3.5275 -1.7284
32 C -2.7247 2.8331 1.6912
33 C -1.8867 1.6404 2.1172
34 O -1.4111 0.9907 0.9347
35 C -2.7111 0.6688 2.9775
36 F -3.2309 1.2237 4.0501
37 F -3.7386 0.2025 2.2306
38 F -1.9682 -0.3858 3.3293
39 C -0.6241 2.1008 2.9163
40 F -0.8546 2.1236 4.2234
41 F -0.2361 3.3185 2.5387
42 F 0.4106 1.2687 2.6995
43 H -3.5649 2.4975 1.0855
44 H -2.1123 3.5123 1.1032
45 H -3.1023 3.3679 2.5638
46 Te -1.7929 -0.5805 -0.1627
47 C -2.3591 -2.2848 0.9046
48 C -3.4259 -2.5247 1.7618
49 C -3.5763 -3.8006 2.2746
50 C -2.6875 -4.8195 1.9399
51 C -1.6380 -4.5800 1.0697
52 C -1.4539 -3.2990 0.5628
53 C -3.4995 -0.1332 -1.2785
54 C -4.6773 0.4738 -0.8583
55 C -5.7129 0.6021 -1.7702
56 C -5.5775 0.1216 -3.0676
57 C -4.3995 -0.4831 -3.4748
58 C -3.3430 -0.6023 -2.5823
59 H -4.1529 -1.7675 2.0029
60 H -4.4026 -4.0027 2.9427
61 H -2.8236 -5.8079 2.3580
62 H -0.9542 -5.3704 0.7876
63 H -0.6233 -3.1307 -0.1168
64 H -4.8094 0.8283 0.1504
65 H -6.6364 1.0733 -1.4620
66 H -6.3975 0.2238 -3.7655
67 H -4.2920 -0.8490 -4.4866
68 H -2.4141 -1.0522 -2.9195
69 C 0.7770 6.6543 2.0423
70 C 1.8678 5.6598 1.6704
71 C 1.9732 5.4369 0.1659
72 S 0.5772 4.4435 -0.4363
73 O 1.1513 3.0547 -0.7098
74 C 0.2594 5.1593 -2.0721
75 C 1.1696 4.6666 -3.1888
76 C 2.6147 5.1358 -3.0956
77 H 0.7354 6.8040 3.1200
78 H -0.2086 6.3106 1.7193
79 H 0.9614 7.6254 1.5798
80 H 1.6963 4.7017 2.1682
81 H 2.8375 6.0170 2.0216
82 H 2.8640 4.8713 -0.1069
83 H 1.9785 6.3813 -0.3793
84 H 0.3121 6.2419 -1.9355
85 H -0.7812 4.9047 -2.2788
86 H 0.7275 5.0232 -4.1214
87 H 1.1289 3.5765 -3.2215
88 H 2.6785 6.2191 -2.9776
89 H 3.1561 4.8747 -4.0038
90 H 3.1388 4.6695 -2.2607

---

3.
C36H38BF6O4PSb | ωB97M-V with the def2-TZVPD basis set

Properties
Charge = -1

CARTESIAN COORDINATES (ANGSTROEM)
1 O -2.3794 -0.0691 1.8202
2 P -1.6838 0.0575 0.4987
3 Sb -2.9131 -1.3304 -1.2699
4 O -1.5531 -2.9366 -0.9706
5 B -0.9912 -3.4484 -2.0704
6 O 0.3407 -3.1156 -2.3989
7 O -1.6318 -4.3378 -2.9347
8 H -0.2928 -0.2125 0.6063
9 H -1.8195 1.4065 0.0727
10 H -3.9349 -1.9689 -0.0298
11 H -3.9881 0.0542 -1.4841
12 H -1.8430 -0.6821 -2.5132
13 H -3.7934 -2.2209 -2.4945
14 H 0.8276 -3.0307 -1.5766
15 H -1.5310 -4.0200 -3.8353
16 F 3.6198 -8.2210 1.4174
17 C 2.6482 -7.2944 1.1953
18 C 1.9658 -6.7730 2.2744
19 C 0.9810 -5.8235 2.0367
20 C 0.6939 -5.4238 0.7391
21 C 1.3943 -5.9675 -0.3290
22 C 2.3876 -6.9110 -0.1024
23 H 2.2055 -7.1050 3.2763
24 H 0.4271 -5.3830 2.8541
25 H -0.0803 -4.6854 0.5625
26 H 1.1663 -5.6550 -1.3405
27 H 2.9526 -7.3427 -0.9158
28 F 4.2177 -6.9154 -2.9452
29 C 5.2783 -7.7354 -3.0677
30 C 5.8580 -7.8937 -4.3098
31 C 6.9517 -8.7379 -4.4282
32 C 7.4420 -9.4103 -3.3177
33 C 6.8376 -9.2349 -2.0807
34 C 5.7475 -8.3886 -1.9454
35 H 5.4543 -7.3634 -5.1615
36 H 7.4222 -8.8700 -5.3934
37 H 8.2938 -10.0698 -3.4165
38 H 7.2147 -9.7596 -1.2132
39 H 5.2661 -8.2334 -0.9886
40 F -2.6006 3.8315 -1.2803
41 C -1.8561 4.7539 -0.6418
42 C -1.9857 4.8942 0.7243
43 C -1.2142 5.8460 1.3742
44 C -0.3321 6.6464 0.6596
45 C -0.2228 6.4828 -0.7152
46 C -0.9833 5.5298 -1.3764
47 H -2.6827 4.2664 1.2638
48 H -1.3037 5.9619 2.4460
49 H 0.2630 7.3867 1.1696
50 H 0.4602 7.1014 -1.2828
51 H -0.9088 5.3854 -2.4458
52 F -4.1743 9.5533 -1.0271
53 C -4.6552 8.4727 -1.6833
54 C -4.2630 7.2150 -1.2751
55 C -4.7630 6.1111 -1.9528
56 C -5.6327 6.2835 -3.0213
57 C -6.0083 7.5606 -3.4123
58 C -5.5209 8.6712 -2.7386
59 H -3.5771 7.1066 -0.4446
60 H -4.4739 5.1166 -1.6488
61 H -6.0158 5.4199 -3.5477
62 H -6.6835 7.6961 -4.2468
63 H -5.8038 9.6763 -3.0213
64 F 1.5925 8.8000 1.8277
65 C 2.7598 9.1105 1.2234
66 C 2.7807 9.2460 -0.1487
67 C 3.9814 9.5657 -0.7640
68 C 5.1323 9.7374 -0.0080
69 C 5.0822 9.5927 1.3711
70 C 3.8865 9.2795 2.0000
71 H 1.8718 9.1034 -0.7172
72 H 4.0163 9.6804 -1.8388
73 H 6.0668 9.9831 -0.4936
74 H 5.9783 9.7218 1.9629
75 H 3.8220 9.1659 3.0734
76 F -1.2892 -4.9400 3.9113
77 C -2.3672 -5.1598 4.6913
78 C -2.5849 -6.4300 5.1826
79 C -3.6947 -6.6464 5.9859
80 C -4.5633 -5.6038 6.2754
81 C -4.3206 -4.3370 5.7617
82 C -3.2113 -4.1040 4.9635
83 H -1.8975 -7.2277 4.9353
84 H -3.8809 -7.6347 6.3847
85 H -5.4303 -5.7791 6.8983
86 H -4.9994 -3.5235 5.9788
87 H -3.0008 -3.1260 4.5516

---

4.
C36H38BaN2O2STe | ωB97M-V with the def2-TZVPD basis set

Properties
<S²> = 0.76
Charge = -1
Energy above the lowest of the compared OMol25 structures with the same formula, charge and spin = 39.8 kJ/mol
Multiplicity = 2

CARTESIAN COORDINATES (ANGSTROEM)
1 Ba 0.5592 0.2635 0.0154
2 S -1.3861 -2.4311 4.1430
3 C -0.7690 -1.0418 4.9171
4 C -0.3548 -0.1117 4.0108
5 C -0.5014 -0.4589 2.6243
6 C -1.0353 -1.7273 2.5638
7 C -1.4134 -2.5319 1.3829
8 C -2.2143 -3.6823 1.5102
9 C -2.5841 -4.3928 0.3887
10 C -2.1622 -3.9728 -0.8674
11 C -1.3587 -2.8478 -0.9191
12 N -0.9991 -2.1641 0.1608
13 H -0.7471 -0.9753 5.9951
14 H 0.0521 0.8377 4.3439
15 H -2.5520 -3.9992 2.4872
16 H -3.2101 -5.2717 0.4892
17 H -2.4404 -4.4948 -1.7726
18 H -0.9858 -2.4764 -1.8693
19 C -1.9917 3.2547 -2.2341
20 C -1.1138 2.0434 -2.5748
21 C -1.8614 1.1384 -3.5639
22 C 0.1895 2.5333 -3.2270
23 O -0.8150 1.3398 -1.4279
24 H -2.3012 3.8047 -3.1291
25 H -1.4468 3.9375 -1.5789
26 H -2.8843 2.9201 -1.7017
27 H -2.0869 1.6495 -4.5057
28 H -2.7984 0.7975 -3.1179
29 H -1.2526 0.2582 -3.7856
30 H 0.0098 3.1658 -4.1029
31 H 0.7925 1.6776 -3.5448
32 H 0.7724 3.1048 -2.5012
33 C 5.9872 -7.8012 -2.9800
34 C 5.3558 -6.4761 -2.6481
35 C 5.9085 -5.6355 -1.6924
36 C 5.3352 -4.4097 -1.3700
37 C 5.9879 -3.5819 -0.2957
38 C 4.1569 -4.0023 -2.0174
39 Te 3.3047 -2.0582 -1.5540
40 N 3.0626 0.0784 -0.5053
41 C 3.3750 1.3508 -0.4248
42 O 2.6421 2.1766 0.1982
43 C 4.6621 1.8521 -1.0282
44 C 5.2788 1.2337 -2.1085
45 C 6.4635 1.7407 -2.6240
46 C 7.0472 2.8629 -2.0535
47 C 6.4328 3.4847 -0.9744
48 C 5.2412 2.9870 -0.4706
49 C 2.7001 -2.8492 0.3643
50 C 1.8533 -3.9513 0.2298
51 C 1.3329 -4.5915 1.3390
52 C 1.6438 -4.1132 2.6051
53 C 2.4932 -3.0323 2.7360
54 C 3.0546 -2.3817 1.6309
55 C 4.0202 -1.2601 1.9015
56 C 3.5924 -4.8399 -2.9905
57 C 2.3184 -4.5255 -3.7367
58 C 4.1989 -6.0596 -3.2864
59 H 6.9182 -7.9425 -2.4310
60 H 6.2106 -7.8779 -4.0460
61 H 5.3224 -8.6300 -2.7274
62 H 6.8168 -5.9403 -1.1817
63 H 7.0037 -3.9315 -0.1069
64 H 5.4255 -3.6480 0.6396
65 H 6.0304 -2.5258 -0.5636
66 H 4.8284 0.3541 -2.5490
67 H 6.9293 1.2547 -3.4725
68 H 7.9757 3.2538 -2.4516
69 H 6.8815 4.3634 -0.5272
70 H 4.7343 3.4703 0.3539
71 H 1.5861 -4.3048 -0.7588
72 H 0.6642 -5.4339 1.2121
73 H 1.2150 -4.5708 3.4873
74 H 2.7360 -2.6626 3.7260
75 H 4.5795 -1.4828 2.8125
76 H 3.5009 -0.3118 2.0497
77 H 4.7192 -1.1184 1.0800
78 H 1.9694 -3.5078 -3.5827
79 H 1.5155 -5.1950 -3.4154
80 H 2.4568 -4.6763 -4.8091
81 H 3.7477 -6.7015 -4.0386

---

5.
C36H38Cl2N5O2Si2Ti | ωB97M-V with the def2-TZVPD basis set

Properties
<S²> = 2.06
Charge = -1
Energy above the lowest of the compared OMol25 structures with the same formula, charge and spin = 0.0 kJ/mol
Multiplicity = 3

CARTESIAN COORDINATES (ANGSTROEM)
1 Ti -0.3253 0.0617 0.1584
2 C -2.3243 -1.7805 5.2110
3 C -2.5627 -2.6565 4.1629
4 C -1.8230 -2.5706 2.9920
5 C -0.8375 -1.5942 2.8411
6 C -0.5715 -0.7488 3.9239
7 C -1.3143 -0.8345 5.0887
8 N -0.0928 -1.4679 1.6535
9 C 1.1623 -1.9804 1.6623
10 C 1.6413 -2.9553 2.5599
11 C 2.9150 -3.4716 2.4235
12 C 3.7706 -3.0237 1.4142
13 C 3.3501 -2.0305 0.5539
14 C 2.0592 -1.5021 0.6667
15 N 1.5585 -0.4662 -0.0718
16 N 2.4315 0.2483 -0.7773
17 C 1.9057 1.3924 -1.2205
18 C 2.7372 2.3383 -1.8679
19 C 2.2349 3.5733 -2.1670
20 C 0.9007 3.8714 -1.8403
21 C 0.1319 2.8866 -1.2638
22 N 0.5908 1.6666 -0.9753
23 H -2.9143 -1.8289 6.1177
24 H -3.3292 -3.4171 4.2582
25 H -1.9905 -3.2708 2.1837
26 H 0.2239 -0.0220 3.8244
27 H -1.1067 -0.1575 5.9090
28 H 0.9899 -3.3080 3.3487
29 H 3.2548 -4.2352 3.1137
30 H 4.7627 -3.4457 1.3151
31 H 3.9982 -1.6343 -0.2157
32 H 3.7592 2.0530 -2.0733
33 H 2.8557 4.3176 -2.6502
34 H 0.4774 4.8452 -2.0385
35 H -0.9103 3.0766 -1.0368
36 C -1.7322 -1.2241 -4.8627
37 Si -1.1011 -0.2215 -3.3536
38 C 0.3657 0.7222 -4.1060
39 C -2.5518 0.9402 -3.0105
40 C -0.6442 -1.2566 -1.8431
41 C -1.8951 -1.7340 -1.2192
42 C -2.8286 -2.6339 -1.7599
43 C -4.0132 -2.8743 -1.0963
44 C -4.2658 -2.2205 0.1067
45 C -3.2896 -1.3847 0.6054
46 N -2.1340 -1.1825 -0.0224
47 Si 0.4244 -2.7322 -2.3310
48 C 2.1590 -2.2663 -2.9288
49 C 0.3897 -4.0408 -0.9533
50 C -0.1704 -3.7804 -3.8255
51 H -2.2799 -0.5587 -5.5356
52 H -2.4055 -2.0401 -4.5891
53 H -0.9016 -1.6534 -5.4280
54 H 0.2633 0.7435 -5.1934
55 H 1.3160 0.2436 -3.8628
56 H 0.4120 1.7531 -3.7540
57 H -2.6679 1.6843 -3.8028
58 H -2.4158 1.4621 -2.0668
59 H -3.4858 0.3764 -2.9424
60 H -2.6114 -3.1065 -2.7072
61 H -4.7508 -3.5446 -1.5212
62 H -5.1957 -2.3525 0.6415
63 H -3.4277 -0.8550 1.5397
64 H 2.6722 -1.5762 -2.2630
65 H 2.0912 -1.7922 -3.9119
66 H 2.7742 -3.1634 -3.0398
67 H 1.0346 -3.7927 -0.1136
68 H 0.6967 -5.0167 -1.3361
69 H -0.6305 -4.1385 -0.5705
70 H -0.0843 -3.2337 -4.7664
71 H -1.2033 -4.1259 -3.7306
72 H 0.4627 -4.6682 -3.9001
73 Cl -4.0721 4.9330 4.1455
74 C -3.3979 3.7898 3.0101
75 C -4.2414 3.2269 2.0619
76 C -3.6910 2.3371 1.1409
77 Cl -4.7370 1.6436 -0.0648
78 C -2.3366 1.9957 1.1252
79 O -1.8048 1.2514 0.1774
80 C -1.5098 2.5381 2.1710
81 C -0.1766 2.1172 2.2738
82 O 0.3831 1.1667 1.5844
83 C -2.0664 3.4684 3.0815
84 H -5.2897 3.4793 2.0150
85 H 0.4501 2.5978 3.0295
86 H -1.4302 3.9091 3.8384

---

Calculated total energy values, unit eV, following the record order: -303239.9282, -157270.5293, -78947.5755, -63847.4187, -113416.0074.